[1]
DFT (ωB97M-V/def2-TZVPD) results for a molecular structure, C27H50ClF2N3O2Si3Sn.

Last column: Löwdin charge in e.
Element x y z (Å)
Sn (1.67, -0.69, -0.07)  1.422
C (2.23, 2.24, -1.55)  -0.010
O (2.56, 1.15, -0.64)  -0.421
Si (4.08, 0.88, 0.15)  0.384
C (4.64, 2.33, 1.12)  -0.122
C (5.32, 0.50, -1.16)  -0.129
C (3.41, -0.59, 1.14)  -0.510
Si (4.22, -2.33, 0.78)  0.394
C (3.16, -3.69, 1.46)  -0.162
C (5.91, -2.31, 1.53)  -0.146
C (4.35, -2.61, -1.07)  -0.160
Si (2.78, -0.29, 2.94)  0.398
C (4.19, -0.56, 4.10)  -0.152
C (1.37, -1.45, 3.32)  -0.165
C (2.17, 1.46, 3.15)  -0.159
H (2.96, 2.27, -2.36)  0.110
H (2.25, 3.18, -1.00)  0.111
H (1.24, 2.06, -1.96)  0.061
H (5.14, 3.04, 0.45)  0.060
H (5.38, 2.02, 1.86)  0.066
H (3.84, 2.86, 1.64)  0.033
H (5.75, 1.44, -1.52)  0.061
H (4.91, -0.03, -2.01)  0.047
H (6.15, -0.09, -0.77)  0.051
H (3.12, -3.72, 2.55)  0.038
H (3.57, -4.64, 1.12)  0.059
H (2.12, -3.66, 1.09)  0.037
H (5.87, -2.27, 2.62)  0.026
H (6.52, -1.47, 1.18)  0.041
H (6.43, -3.23, 1.26)  0.059
H (3.59, -2.13, -1.69)  -0.001
H (4.25, -3.69, -1.26)  0.061
H (5.31, -2.30, -1.47)  0.046
H (4.58, -1.57, 4.07)  0.028
H (3.83, -0.38, 5.12)  0.059
H (5.02, 0.14, 3.92)  0.051
H (1.71, -2.43, 3.65)  0.039
H (0.69, -1.62, 2.48)  0.005
H (0.77, -1.03, 4.13)  0.055
H (2.99, 2.14, 3.40)  0.042
H (1.45, 1.50, 3.97)  0.059
H (1.68, 1.86, 2.26)  0.001
C (-7.15, 0.55, -0.49)  -0.024
C (-6.09, -0.32, 0.21)  -0.524
C (-6.03, -1.68, -0.49)  -0.033
C (-6.51, -0.53, 1.67)  -0.037
C (-4.72, 0.43, 0.14)  -0.444
O (-4.84, 1.73, 0.71)  -0.002
C (-4.14, 0.47, -1.30)  -0.110
C (-3.57, 1.84, -1.72)  -0.123
C (-2.44, 1.75, -2.72)  -0.217
C (-1.44, 2.72, -2.70)  -0.042
C (-0.40, 2.71, -3.62)  -0.137
C (-0.33, 1.69, -4.55)  -0.679
Cl (1.00, 1.65, -5.68)  0.685
C (-1.30, 0.71, -4.60)  -0.098
C (-2.35, 0.75, -3.69)  -0.032
C (-3.72, -0.28, 1.06)  -0.016
N (-2.32, 0.16, 0.87)  -0.040
C (-1.36, -0.55, 0.33)  -0.101
N (-0.23, 0.19, 0.30)  -0.038
C (-0.62, 1.37, 0.89)  -0.136
N (-1.87, 1.39, 1.23)  0.204
H (-8.04, -0.06, -0.70)  0.102
H (-6.81, 0.97, -1.44)  0.091
H (-7.49, 1.37, 0.15)  0.096
H (-6.98, -2.20, -0.32)  0.100
H (-5.25, -2.33, -0.08)  0.080
H (-5.89, -1.61, -1.56)  0.087
H (-7.57, -0.80, 1.71)  0.100
H (-6.39, 0.38, 2.26)  0.095
H (-5.96, -1.34, 2.15)  0.088
H (-5.58, 2.19, 0.31)  0.105
H (-4.90, 0.16, -2.02)  0.108
H (-3.35, -0.28, -1.38)  0.105
H (-3.22, 2.39, -0.86)  0.098
H (-4.38, 2.44, -2.15)  0.138
H (-1.50, 3.53, -1.98)  0.123
H (0.35, 3.49, -3.62)  0.111
H (-1.24, -0.08, -5.34)  0.116
H (-3.11, -0.02, -3.75)  0.121
H (-3.72, -1.34, 0.83)  0.130
H (-3.97, -0.12, 2.10)  0.146
H (-1.49, -1.54, -0.07)  0.164
H (0.03, 2.23, 1.00)  0.128
F (1.02, -2.82, -1.91)  0.006
C (1.07, -1.46, -2.01)  -0.416
F (-0.16, -1.00, -2.30)  0.024
H (1.76, -1.18, -2.82)  0.129

Output
* relative energy (zero: lowest compared OMol25 entry of this formula, charge and spin): 18.2 kcal/mol
* LUMO level: -0.2641 hartree
* E: -84786.3791 eV
* total charge: +2


[2]
DFT (ωB97M-V/def2-TZVPD) results for 8 unconnected molecules or ions with the total composition C27H50N8O5 in a non-equilibrium geometry.

Last column: Löwdin charge in e.
Element x y z (Å)
C (0.47, -2.08, 6.78)  -0.117
C (-0.87, -1.87, 6.47)  -0.138
C (-0.92, -1.04, 5.35)  -0.142
N (0.36, -0.76, 4.93)  0.025
C (1.22, -1.31, 5.85)  -0.136
H (0.86, -2.68, 7.58)  0.087
H (-1.70, -2.35, 6.96)  0.088
H (-1.79, -0.66, 4.84)  0.096
H (0.64, -0.24, 4.11)  0.087
H (2.29, -1.38, 5.80)  0.094
C (4.75, 0.47, -2.23)  -0.075
C (4.43, 0.24, -0.88)  -0.112
C (4.99, -0.98, -0.52)  -0.131
N (5.47, -1.61, -1.64)  0.023
C (5.29, -0.76, -2.65)  -0.196
H (4.54, 1.36, -2.79)  0.100
H (3.83, 0.88, -0.24)  0.075
H (5.01, -1.51, 0.42)  0.112
H (5.90, -2.52, -1.58)  0.160
H (5.52, -1.08, -3.66)  0.115
C (-5.58, 0.11, -1.56)  -0.114
C (-6.14, -1.14, -1.42)  -0.122
C (-5.45, -1.75, -0.37)  -0.160
N (-4.65, -0.84, 0.26)  0.012
C (-4.64, 0.28, -0.54)  -0.122
H (-5.85, 0.89, -2.26)  0.108
H (-6.85, -1.60, -2.09)  0.101
H (-5.63, -2.68, 0.14)  0.105
H (-4.28, -0.91, 1.20)  0.150
H (-4.12, 1.16, -0.20)  0.101
C (2.89, -3.54, -2.77)  -0.073
N (2.42, -2.18, -2.89)  0.020
C (1.17, -1.80, -3.12)  -0.576
C (0.89, -0.32, -3.37)  0.018
O (0.27, -2.60, -3.16)  0.035
H (2.13, -4.20, -3.17)  0.085
H (3.28, -3.83, -1.79)  0.078
H (3.72, -3.68, -3.46)  0.078
H (3.21, -1.55, -2.92)  0.080
H (0.79, 0.24, -2.44)  0.074
H (-0.01, -0.15, -3.97)  0.067
H (1.73, 0.15, -3.88)  0.075
C (-2.73, 6.33, 1.55)  -0.058
N (-1.83, 5.22, 1.16)  0.012
C (-2.30, 3.98, 0.90)  -0.551
C (-1.26, 2.86, 0.92)  0.002
O (-3.50, 3.76, 0.76)  0.033
H (-3.05, 6.20, 2.58)  0.080
H (-3.65, 6.44, 0.98)  0.081
H (-2.21, 7.29, 1.52)  0.077
H (-0.84, 5.39, 1.22)  0.126
H (-1.70, 2.09, 1.55)  0.070
H (-0.30, 3.22, 1.29)  0.059
H (-1.11, 2.38, -0.05)  0.087
C (3.02, 3.45, 1.04)  -0.070
N (2.93, 2.41, 2.03)  0.017
C (3.94, 2.10, 2.87)  -0.551
C (3.66, 1.07, 3.99)  0.002
O (5.09, 2.53, 2.80)  0.022
H (3.55, 4.38, 1.26)  0.092
H (2.02, 3.82, 0.82)  0.061
H (3.36, 3.04, 0.09)  0.065
H (2.06, 1.91, 2.15)  0.075
H (2.59, 1.15, 4.19)  0.057
H (4.26, 1.37, 4.84)  0.085
H (3.98, 0.10, 3.61)  0.080
C (-3.97, -3.02, -3.45)  -0.062
N (-3.54, -1.67, -3.17)  0.018
C (-2.85, -0.83, -3.94)  -0.563
C (-2.55, -1.14, -5.40)  -0.001
O (-2.64, 0.28, -3.45)  -0.005
H (-5.03, -3.01, -3.72)  0.078
H (-3.79, -3.62, -2.56)  0.081
H (-3.33, -3.41, -4.24)  0.080
H (-3.82, -1.28, -2.28)  0.078
H (-1.85, -1.96, -5.31)  0.074
H (-1.99, -0.32, -5.85)  0.080
H (-3.41, -1.32, -6.05)  0.087
C (-0.99, -1.42, -0.21)  -0.030
N (-0.56, -0.45, 0.79)  0.051
C (0.63, -0.29, 1.27)  -0.528
C (1.75, -1.09, 0.69)  0.023
O (0.77, 0.48, 2.25)  -0.043
H (-2.03, -1.69, -0.04)  0.075
H (-0.40, -2.33, -0.22)  0.088
H (-0.89, -0.95, -1.19)  0.072
H (-1.29, 0.13, 1.17)  0.121
H (1.54, -2.13, 0.93)  0.104
H (2.66, -0.70, 1.17)  0.068
H (2.01, -0.95, -0.36)  0.066

Output
* SMILES: c1cc[nH]c1.c1cc[nH]c1.c1cc[nH]c1.CNC(C)=O.CNC(C)=O.CNC(C)=O.CNC(C)=O.CNC(C)=O
* relative energy (zero: lowest compared OMol25 entry of this formula, charge and spin): 0.0 kcal/mol
* LUMO level: 0.0114 hartree
* E: -50968.6135 eV


[3]
DFT (ωB97M-V/def2-TZVPD) results for a molecular structure, C27H51AlBrN5O3P2 in a non-equilibrium geometry.

Last column: Löwdin charge in e.
Element x y z (Å)
Al (-0.43, 0.24, -1.37)  -0.077
C (0.78, -5.11, -1.83)  -0.015
C (1.07, -3.69, -2.16)  -0.207
C (2.26, -3.31, -2.80)  0.051
C (2.49, -1.98, -3.11)  -0.031
C (1.54, -1.06, -2.74)  -0.638
Br (1.65, 0.80, -3.08)  1.048
N (0.39, -1.39, -2.13)  0.001
C (0.17, -2.68, -1.87)  -0.023
H (1.32, -5.79, -2.49)  0.095
H (-0.28, -5.33, -1.88)  0.095
H (1.11, -5.33, -0.81)  0.100
H (3.00, -4.05, -3.06)  0.140
H (3.37, -1.66, -3.65)  0.129
H (-0.79, -2.91, -1.42)  0.133
N (0.29, 0.79, 0.08)  -0.109
P (0.84, 0.55, 1.55)  0.668
N (-0.04, -0.64, 2.32)  -0.205
C (-0.76, -1.66, 1.61)  -0.221
C (-0.06, -3.01, 1.67)  -0.184
C (0.11, -3.42, 3.14)  -0.184
C (0.85, -2.32, 3.90)  -0.161
C (0.13, -0.98, 3.73)  -0.199
N (2.48, 0.24, 1.49)  -0.202
C (3.32, 0.20, 2.68)  -0.198
C (4.25, -1.00, 2.64)  -0.170
C (5.23, -0.87, 1.47)  -0.179
C (4.63, -0.02, 0.35)  -0.167
C (3.12, -0.23, 0.27)  -0.229
N (0.74, 1.84, 2.58)  -0.205
C (1.57, 3.01, 2.32)  -0.194
C (0.87, 4.04, 1.44)  -0.180
C (-0.46, 4.44, 2.04)  -0.195
C (-1.31, 3.20, 2.28)  -0.180
C (-0.55, 2.20, 3.16)  -0.196
H (-0.87, -1.33, 0.56)  0.055
H (-1.76, -1.75, 2.05)  0.133
H (0.92, -2.93, 1.19)  0.108
H (-0.65, -3.77, 1.15)  0.108
H (0.66, -4.36, 3.21)  0.118
H (-0.88, -3.58, 3.58)  0.121
H (1.86, -2.24, 3.51)  0.090
H (0.90, -2.58, 4.96)  0.124
H (0.68, -0.18, 4.22)  0.107
H (-0.87, -1.05, 4.19)  0.131
H (2.67, 0.16, 3.56)  0.102
H (3.92, 1.12, 2.76)  0.123
H (3.67, -1.91, 2.53)  0.095
H (4.79, -1.06, 3.59)  0.122
H (5.48, -1.87, 1.09)  0.111
H (6.16, -0.42, 1.80)  0.115
H (5.09, -0.28, -0.61)  0.113
H (4.82, 1.04, 0.53)  0.118
H (2.92, -1.30, 0.10)  0.115
H (2.70, 0.33, -0.56)  0.047
H (2.49, 2.68, 1.84)  0.105
H (1.82, 3.46, 3.29)  0.135
H (0.71, 3.60, 0.45)  0.089
H (1.52, 4.91, 1.33)  0.118
H (-0.99, 5.13, 1.38)  0.108
H (-0.30, 4.96, 2.99)  0.120
H (-1.51, 2.70, 1.32)  0.083
H (-2.25, 3.45, 2.75)  0.118
H (-1.14, 1.30, 3.30)  0.104
H (-0.35, 2.65, 4.14)  0.134
C (-4.49, 2.56, -5.26)  -0.050
C (-3.95, 1.17, -5.00)  -0.236
O (-3.45, 1.07, -3.63)  -0.298
P (-2.04, 0.47, -3.33)  1.011
O (-1.33, 1.66, -2.33)  -0.358
C (-1.65, 3.07, -2.25)  -0.182
C (-2.97, 3.28, -1.54)  -0.037
O (-2.30, -0.43, -1.92)  -0.316
C (-3.61, -0.69, -1.35)  -0.210
C (-4.24, -1.93, -1.96)  -0.037
H (-4.73, 2.64, -6.32)  0.095
H (-3.75, 3.33, -5.03)  0.078
H (-5.39, 2.75, -4.69)  0.090
H (-3.14, 0.93, -5.69)  0.113
H (-4.74, 0.43, -5.11)  0.129
H (-1.67, 3.49, -3.26)  0.131
H (-0.83, 3.52, -1.69)  0.129
H (-3.81, 2.95, -2.15)  0.068
H (-3.11, 4.34, -1.31)  0.101
H (-2.98, 2.72, -0.60)  0.080
H (-4.24, 0.18, -1.53)  0.121
H (-3.46, -0.80, -0.28)  0.132
H (-4.34, -1.83, -3.03)  0.081
H (-5.24, -2.05, -1.54)  0.100
H (-3.66, -2.82, -1.74)  0.081

Output
* relative energy (zero: lowest compared OMol25 entry of this formula, charge and spin): 15.8 kcal/mol
* LUMO level: -0.2226 hartree
* E: -137629.2099 eV
* total charge: +2